Record 1
Molecular formula: C7H12NO3PS
Method: DFT, the ωB97M-V functional and the def2-TZVPD basis

```
25
C7H12NO3PS, DFT the ωB97M-V functional and the def2-TZVPD basis
C 2.03 -0.85 0.37
C 0.75 -3.02 0.22
C -0.54 -2.65 -0.49
C -0.39 0.01 1.04
C 0.26 2.32 0.95
C -0.35 1.08 -1.22
C -0.62 1.29 0.29
N 1.79 -1.99 0.11
O 4.54 -0.82 0.70
O 3.57 -0.03 -1.40
O 3.39 1.52 0.69
P 3.57 0.15 0.08
S -1.46 -1.32 0.62
H 0.70 -3.17 1.35
H 1.10 -3.91 -0.29
H -0.68 -2.32 -1.44
H -1.16 -3.46 -0.34
H -0.41 -0.02 2.19
H 0.05 3.47 0.68
H 1.37 2.31 0.77
H 0.15 2.09 2.09
H -1.20 0.79 -1.66
H 0.48 0.32 -1.28
H -0.07 1.97 -1.63
H -1.72 1.56 0.48
```

HOMO-LUMO gap (spin up / spin down)	2.34 / 4.98	eV
molecular weight	221.22	g mol⁻¹
highest occupied orbital energy (spin up / spin down)	2.61 / 0.06	eV
multiplicity	3
charge	-2
total energy	-35205.7084	eV


Record 2
Molecular formula: C4H14N3
Method: DFT, the ωB97M-V functional and the def2-TZVPD basis

```
21
C4H14N3, DFT the ωB97M-V functional and the def2-TZVPD basis
C -2.88 0.61 0.45
C -0.95 1.98 0.15
N -1.50 0.85 0.02
H -2.88 -0.11 1.26
H -3.43 0.21 -0.40
H -3.34 1.54 0.78
H -1.50 2.81 0.59
H 0.07 2.15 -0.17
H -0.95 -0.08 -0.46
N -0.22 -1.18 -1.01
C 1.20 -0.77 -0.91
C 1.68 -0.79 0.53
N 2.91 -0.01 0.64
H -0.37 -2.05 -0.51
H -0.46 -1.38 -1.97
H 1.27 0.24 -1.30
H 1.84 -1.41 -1.53
H 0.91 -0.30 1.15
H 1.76 -1.83 0.88
H 3.17 0.06 1.61
H 3.66 -0.53 0.19
```

HOMO-LUMO gap	9.32	eV
molecular weight	104.18	g mol⁻¹
highest occupied orbital energy	-13.07	eV
charge	+1
total energy	-8838.5902	eV
energy relative to the best compared isomer or geometry (same formula, charge and spin)	33.0	kcal/mol


Record 3
Molecular formula: CH4NOS
Method: DFT, the ωB97M-V functional and the def2-TZVPD basis

```
8
CH4NOS, DFT the ωB97M-V functional and the def2-TZVPD basis
S 0.91 0.88 1.64
H 1.20 1.69 2.63
C 0.15 -0.58 -1.07
N -0.92 -0.20 -0.38
O 0.11 -1.09 -2.20
H 1.08 -0.32 -0.54
H -0.68 0.18 0.57
H -1.85 -0.56 -0.65
```

HOMO-LUMO gap	7.51	eV
molecular weight	78.12	g mol⁻¹
highest occupied orbital energy	-3.24	eV
charge	-1
total energy	-15476.2173	eV
energy relative to the best compared isomer or geometry (same formula, charge and spin)	6.4	kcal/mol


Record 4
Molecular formula: C4H12N2O
Method: DFT, the ωB97M-V functional and the def2-TZVPD basis

```
19
C4H12N2O, DFT the ωB97M-V functional and the def2-TZVPD basis
C 0.77 -1.70 -0.68
C 1.56 -0.90 0.41
C 1.58 0.61 0.19
N 0.21 1.12 0.32
C -0.44 1.76 -0.70
N -1.71 1.83 -0.58
H 0.93 -1.16 -1.62
H 1.14 -2.72 -0.71
H -0.25 -1.73 -0.30
H 2.55 -1.33 0.42
H 1.16 -0.96 1.41
H 2.38 1.11 0.77
H 1.81 0.82 -0.86
H -0.32 0.69 1.06
H 0.26 1.96 -1.52
H -2.25 2.45 -1.17
H -3.09 0.18 1.11
H -3.41 -1.36 0.99
O -2.87 -0.68 1.44
```

HOMO-LUMO gap	9.76	eV
molecular weight	104.15	g mol⁻¹
highest occupied orbital energy	-8.67	eV
total energy	-9369.6649	eV
energy relative to the best compared isomer or geometry (same formula, charge and spin)	35.3	kcal/mol


Record 5
Molecular formula: C32H35AsNOPtS
Method: DFT, the ωB97M-V functional and the def2-TZVPD basis

```
72
C32H35AsNOPtS, DFT the ωB97M-V functional and the def2-TZVPD basis
Pt 0.57 1.09 -0.63
S 2.80 0.26 -1.36
C 3.84 0.44 0.03
C 5.21 0.72 -0.09
C 6.01 0.83 1.03
C 5.49 0.67 2.31
C 4.13 0.40 2.45
C 3.34 0.28 1.33
As 1.45 -0.04 1.34
C 0.95 0.23 3.20
C 0.55 -0.81 4.03
C 0.15 -0.55 5.34
C 0.14 0.75 5.81
C 0.54 1.79 4.98
C 0.94 1.53 3.68
C 1.27 -1.96 1.13
C 0.15 -2.44 0.48
C -0.03 -3.81 0.32
C 0.92 -4.69 0.80
C 2.06 -4.21 1.44
C 2.24 -2.85 1.60
H 5.62 0.87 -1.08
H 7.06 1.06 0.90
H 6.12 0.77 3.18
H 3.70 0.28 3.44
H 0.55 -1.83 3.67
H -0.16 -1.37 5.97
H -0.17 0.96 6.83
H 0.54 2.81 5.35
H 1.23 2.35 3.04
H -0.57 -1.74 0.06
H -0.91 -4.18 -0.20
H 0.79 -5.76 0.67
H 2.81 -4.90 1.80
H 3.13 -2.47 2.08
C 0.11 3.84 -1.61
C 1.22 3.03 -0.91
O 2.27 3.58 -0.64
H 0.51 4.79 -1.99
H -0.67 4.03 -0.88
H -0.34 3.26 -2.42
C 0.29 -0.87 -5.24
C -0.91 -0.58 -4.38
C -2.20 -0.69 -4.89
C -3.27 -0.42 -4.07
C -4.68 -0.53 -4.58
C -3.07 -0.05 -2.75
C -1.78 0.09 -2.18
C -0.72 -0.21 -3.07
N -1.47 0.44 -0.89
C -2.56 0.74 0.07
C -3.32 2.02 -0.30
C -1.93 1.00 1.44
C -3.50 -0.45 0.30
H -0.01 -1.15 -6.26
H 0.88 -1.69 -4.83
H 0.95 -0.01 -5.31
H -2.36 -0.99 -5.92
H -4.70 -0.82 -5.63
H -5.21 0.42 -4.49
H -5.25 -1.27 -4.01
H -3.96 0.16 -2.17
H 0.30 -0.14 -2.70
H -2.64 2.87 -0.24
H -4.14 2.20 0.41
H -3.74 2.01 -1.30
H -1.16 1.78 1.38
H -1.47 0.10 1.84
H -2.71 1.32 2.14
H -4.21 -0.65 -0.50
H -4.08 -0.29 1.21
H -2.90 -1.35 0.44
```

HOMO-LUMO gap (spin up / spin down)	5.38 / 6.35	eV
molecular weight	751.70	g mol⁻¹
highest occupied orbital energy (spin up / spin down)	-2.72 / -3.89	eV
multiplicity	3
charge	-1
total energy	-112210.9509	eV
energy relative to the best compared isomer or geometry (same formula, charge and spin)	0.0	kcal/mol


Record 6
Molecular formula: H6N2O2SSi
Method: DFT, the ωB97M-V functional and the def2-TZVPD basis

```
12
H6N2O2SSi, DFT the ωB97M-V functional and the def2-TZVPD basis
N 2.06 1.28 0.50
N -0.05 -0.95 0.86
O 3.35 -0.76 0.73
O 2.14 -0.24 -1.53
Si -1.08 -0.67 -0.45
S 2.28 -0.22 -0.09
H 2.71 1.47 1.32
H 1.11 1.51 0.79
H 0.43 -1.80 1.10
H -2.08 -1.85 -0.50
H -0.60 -0.53 -1.83
H -1.33 0.89 -0.04
```

HOMO-LUMO gap (spin up / spin down)	7.86 / 8.58	eV
molecular weight	126.21	g mol⁻¹
highest occupied orbital energy (spin up / spin down)	-9.65 / -10.33	eV
total energy	-25881.3560	eV
energy relative to the best compared isomer or geometry (same formula, charge and spin)	86.4	kcal/mol


Record 7
Molecular formula: C75H155N5O42S8
Method: DFT, the ωB97M-V functional and the def2-TZVPD basis

```
285
C75H155N5O42S8, DFT the ωB97M-V functional and the def2-TZVPD basis
C 1.96 2.33 -8.78
C 1.40 2.69 -7.42
O 0.30 3.15 -7.34
N 2.11 2.41 -6.30
C 1.66 2.65 -4.98
H 2.31 1.30 -8.72
H 2.59 3.03 -9.33
H 1.05 2.13 -9.33
H 3.03 2.01 -6.45
H 1.05 1.77 -4.79
H 1.08 3.55 -4.78
H 2.52 2.55 -4.32
C -1.97 2.13 -5.25
C -2.61 2.23 -3.90
O -1.99 2.88 -3.05
N -3.78 1.71 -3.71
C -4.58 1.95 -2.52
H -1.24 1.32 -5.27
H -1.41 3.00 -5.61
H -2.71 2.02 -6.05
H -4.24 1.26 -4.49
H -4.65 3.04 -2.46
H -4.16 1.67 -1.55
H -5.58 1.51 -2.54
C 8.21 -0.06 -2.95
C 7.38 0.56 -4.10
O 7.97 1.03 -5.03
N 6.02 0.47 -4.06
C 5.24 -0.18 -3.02
H 7.84 0.28 -1.99
H 9.27 0.20 -3.00
H 8.06 -1.14 -3.04
H 5.59 0.89 -4.87
H 5.12 0.55 -2.21
H 5.72 -1.06 -2.61
H 4.26 -0.40 -3.44
C 0.79 -4.90 1.54
C 1.75 -4.32 0.51
O 1.72 -4.80 -0.67
N 2.68 -3.45 0.96
C 3.78 -2.99 0.18
H 0.72 -4.48 2.54
H 0.95 -5.97 1.60
H -0.18 -4.67 1.10
H 2.72 -3.26 1.96
H 4.70 -2.94 0.77
H 3.61 -2.08 -0.40
H 4.08 -3.81 -0.48
C 0.68 5.17 -2.81
C 0.17 5.30 -1.47
O 0.62 6.03 -0.68
N -1.03 4.69 -1.22
C -1.78 4.73 0.07
H 0.82 6.13 -3.31
H 0.19 4.51 -3.52
H 1.65 4.71 -2.67
H -1.32 4.08 -1.97
H -1.29 5.16 0.94
H -2.03 3.71 0.35
H -2.62 5.42 -0.02
C 2.14 -1.04 -6.55
C 1.77 -2.38 -5.97
O 0.39 -2.58 -6.20
C -0.03 -3.80 -6.34
O 0.56 -4.85 -6.03
O -1.25 -3.76 -6.98
C -1.94 -4.85 -7.50
H 1.94 -0.87 -7.60
H 3.20 -0.81 -6.42
H 1.64 -0.24 -6.01
H 2.01 -2.38 -4.91
H 2.32 -3.22 -6.38
H -2.34 -5.55 -6.76
H -1.27 -5.35 -8.20
H -2.82 -4.55 -8.06
C 2.49 -6.73 -3.68
C 3.14 -5.34 -3.83
O 4.48 -5.41 -4.36
C 5.23 -4.24 -4.71
O 4.81 -3.12 -4.52
O 6.49 -4.59 -5.17
C 7.51 -3.50 -5.24
H 2.28 -7.20 -4.64
H 1.58 -6.60 -3.10
H 3.13 -7.28 -3.00
H 3.23 -4.92 -2.82
H 2.50 -4.72 -4.47
H 7.63 -2.80 -4.42
H 7.60 -3.14 -6.27
H 8.31 -4.22 -5.05
C -1.11 -5.56 -3.15
C -1.71 -6.41 -2.08
O -3.01 -6.90 -2.63
C -3.76 -7.76 -1.80
O -3.63 -7.94 -0.58
O -4.81 -8.13 -2.53
C -5.85 -8.84 -1.89
H -0.22 -5.17 -2.67
H -1.84 -4.78 -3.40
H -0.85 -6.12 -4.06
H -1.84 -5.92 -1.11
H -1.04 -7.25 -1.95
H -5.58 -9.77 -1.40
H -6.66 -9.01 -2.61
H -6.33 -8.23 -1.12
C -4.42 -3.44 -5.34
C -4.38 -2.73 -3.95
O -3.21 -2.57 -3.23
C -2.41 -1.65 -3.53
O -2.44 -0.94 -4.56
O -1.35 -1.73 -2.66
C -0.33 -0.76 -2.83
H -5.29 -3.02 -5.83
H -4.43 -4.53 -5.31
H -3.66 -3.03 -6.01
H -5.08 -3.20 -3.25
H -4.88 -1.78 -4.10
H -0.77 0.13 -2.38
H -0.01 -0.56 -3.85
H 0.53 -1.01 -2.20
C 7.40 -4.39 -1.57
C 7.85 -3.51 -0.40
O 7.09 -2.21 -0.39
C 6.95 -1.49 0.74
O 7.41 -1.85 1.81
O 6.35 -0.34 0.50
C 6.09 0.54 1.56
H 7.98 -4.17 -2.47
H 6.33 -4.23 -1.73
H 7.52 -5.42 -1.24
H 8.89 -3.28 -0.62
H 7.73 -4.11 0.50
H 5.69 1.47 1.16
H 6.96 0.82 2.16
H 5.51 0.05 2.34
C -1.30 -6.95 8.06
C -0.28 -5.78 7.93
O -1.13 -4.76 7.66
C -1.03 -4.15 6.49
O -0.40 -4.64 5.52
O -1.58 -2.88 6.59
C -1.32 -1.95 5.54
H -0.63 -7.81 8.07
H -1.90 -7.19 7.19
H -1.94 -6.82 8.93
H 0.54 -6.03 7.25
H 0.12 -5.57 8.93
H -1.90 -2.09 4.63
H -0.29 -1.96 5.17
H -1.49 -0.92 5.85
C -6.56 -0.91 7.67
C -6.96 0.35 6.83
O -6.05 0.69 5.89
C -6.05 0.14 4.73
O -6.83 -0.75 4.30
O -4.93 0.61 4.13
C -4.43 0.04 2.97
H -7.28 -0.99 8.48
H -5.52 -0.85 8.02
H -6.61 -1.69 6.92
H -7.02 1.25 7.44
H -7.92 0.25 6.32
H -3.86 -0.87 3.13
H -3.78 0.83 2.58
H -5.27 -0.13 2.30
C -6.58 4.92 -3.23
C -7.68 4.71 -2.18
C -7.59 5.70 -1.03
S -5.80 5.75 -0.73
O -5.27 4.54 -0.10
O -5.42 7.08 -0.27
C -5.40 5.61 -2.54
H -6.96 5.51 -4.06
H -6.24 4.00 -3.70
H -7.55 3.68 -1.85
H -8.65 4.60 -2.66
H -8.18 5.50 -0.14
H -7.81 6.70 -1.43
H -4.37 5.33 -2.75
H -5.49 6.64 -2.88
C -1.15 0.89 1.09
C -0.88 -0.54 0.66
C 0.62 -0.76 0.68
S 1.32 0.90 0.09
O 1.78 0.89 -1.32
O 2.21 1.36 1.15
C -0.24 1.73 0.20
H -0.92 1.07 2.14
H -2.20 1.15 0.98
H -1.34 -0.85 -0.28
H -1.31 -1.16 1.44
H 0.91 -1.57 0.01
H 0.93 -0.97 1.70
H -0.70 1.83 -0.78
H 0.03 2.76 0.45
C -5.96 5.06 4.69
C -5.26 4.13 5.68
C -3.78 3.85 5.27
S -3.52 4.56 3.60
O -2.94 3.57 2.73
O -2.94 5.86 3.75
C -5.35 4.78 3.30
H -5.81 6.09 5.02
H -7.04 4.91 4.71
H -5.81 3.19 5.64
H -5.39 4.41 6.72
H -3.54 2.80 5.09
H -3.01 4.21 5.96
H -5.65 3.77 3.02
H -5.58 5.55 2.57
C 1.52 3.74 3.95
C 2.19 2.52 4.57
C 1.41 2.05 5.81
S -0.36 2.33 5.29
O -1.11 2.95 6.38
O -0.78 1.08 4.62
C 0.02 3.55 4.00
H 1.82 3.93 2.92
H 1.86 4.60 4.54
H 3.24 2.55 4.85
H 2.11 1.72 3.83
H 1.65 2.77 6.60
H 1.55 1.05 6.21
H -0.56 4.44 4.22
H -0.32 3.10 3.07
C 5.48 -2.73 5.41
C 4.76 -4.01 4.82
C 3.26 -3.69 5.17
S 3.01 -2.00 4.62
O 2.05 -1.38 5.49
O 2.84 -2.01 3.16
C 4.63 -1.38 5.03
H 6.52 -2.73 5.07
H 5.70 -2.84 6.47
H 5.10 -4.97 5.20
H 5.04 -4.11 3.77
H 3.08 -3.63 6.24
H 2.43 -4.26 4.77
H 4.54 -0.81 5.96
H 5.06 -0.81 4.20
C -4.72 -4.08 1.92
C -4.28 -4.91 0.77
C -4.05 -4.13 -0.47
S -4.84 -2.49 -0.18
O -5.82 -2.22 -1.27
O -3.82 -1.54 0.13
C -5.75 -3.10 1.38
H -3.87 -3.58 2.40
H -5.12 -4.64 2.76
H -5.04 -5.67 0.63
H -3.41 -5.50 1.07
H -4.43 -4.65 -1.36
H -2.99 -3.97 -0.63
H -6.65 -3.65 1.08
H -6.02 -2.19 1.92
C 3.28 4.47 -0.02
C 4.13 4.33 1.31
C 5.50 4.70 0.93
S 5.76 4.08 -0.83
O 6.61 2.91 -0.83
O 6.15 5.29 -1.56
C 3.97 3.61 -1.05
H 3.13 5.53 -0.22
H 2.28 4.16 0.28
H 4.15 3.30 1.66
H 3.72 4.91 2.14
H 6.33 4.39 1.57
H 5.61 5.78 0.80
H 3.92 2.58 -0.68
H 3.70 3.54 -2.10
C 1.16 7.83 2.11
C 0.77 8.09 3.50
C 1.30 9.50 3.86
S 2.20 10.29 2.42
O 3.51 10.88 2.81
O 1.20 10.99 1.65
C 2.47 8.57 1.67
H 0.34 8.05 1.42
H 1.25 6.75 2.05
H 1.22 7.29 4.09
H -0.30 8.07 3.71
H 2.03 9.36 4.66
H 0.58 10.17 4.34
H 3.36 8.20 2.19
H 2.58 8.80 0.61
```

HOMO-LUMO gap	8.81	eV
molecular weight	2055.59	g mol⁻¹
highest occupied orbital energy	-8.82	eV
total energy	-260410.9264	eV


Record 8
Molecular formula: C6H4O
Method: DFT, the ωB97M-V functional and the def2-TZVPD basis

```
11
C6H4O, DFT the ωB97M-V functional and the def2-TZVPD basis
C 1.58 -1.11 1.09
C 0.66 -1.05 -0.05
C -0.17 -0.83 -0.89
C -1.52 -0.21 -0.93
O -2.57 -0.80 -0.83
C -1.34 1.28 -0.96
C -1.13 2.48 -0.84
H 2.62 -1.12 0.75
H 1.34 -1.94 1.78
H 1.37 -0.21 1.65
H -0.83 3.51 -0.77
```

HOMO-LUMO gap	10.22	eV
molecular weight	92.10	g mol⁻¹
highest occupied orbital energy	-10.24	eV
total energy	-8329.5143	eV
energy relative to the best compared isomer or geometry (same formula, charge and spin)	67.5	kcal/mol


- The highest total energy belongs to which entry?
  C6H4O


- What is the formula in the eighth record?
  C6H4O


- What is the total energy in the sixth record?
  -25881.3560 eV


- Which value of total energy does entry 6 give?
  -25881.3560 eV